A 6-piece molecular cluster, C10H25Cl10FP overall, computed with ωB97M-V with the def2-TZVPD basis set.

Positions of all 47 atoms, in Å:
F -6.362 0.124 3.968
P -8.104 0.128 4.323
H -8.333 0.351 2.890
H -8.005 1.576 4.531
H -7.771 -0.095 5.734
H -8.095 -1.317 4.094
H -9.523 0.130 4.613
Cl -2.023 0.614 1.229
C -3.244 -0.089 2.345
C -3.306 0.642 3.655
Cl -1.808 0.431 4.625
H -2.981 -1.134 2.482
H -4.215 -0.015 1.861
H -4.149 0.248 4.223
H -3.446 1.710 3.512
Cl 2.301 -1.674 0.407
C 2.662 0.001 0.903
C 1.481 0.926 0.774
Cl 1.000 1.221 -0.926
H 3.505 0.337 0.304
H 2.933 -0.021 1.956
H 1.747 1.891 1.204
H 0.602 0.538 1.281
Cl 4.478 -0.386 -5.825
C 3.154 -1.005 -4.789
C 2.995 -0.220 -3.516
Cl 4.367 -0.452 -2.400
H 3.366 -2.051 -4.592
H 2.241 -0.933 -5.377
H 2.106 -0.561 -2.989
H 2.908 0.847 -3.706
Cl 3.332 1.434 4.176
C 3.672 3.100 4.715
C 2.502 4.018 4.463
Cl 2.252 4.311 2.720
H 4.560 3.441 4.191
H 3.876 3.051 5.783
H 2.697 4.986 4.922
H 1.579 3.606 4.863
Cl 0.548 -2.202 -7.220
C 1.782 -3.048 -8.194
C 2.021 -4.455 -7.706
Cl 2.842 -4.492 -6.123
H 2.693 -2.456 -8.159
H 1.405 -3.081 -9.215
H 2.671 -4.974 -8.408
H 1.087 -5.001 -7.605

Output
- Net charge: -1
- HOMO-LUMO gap: 5.0 eV
- E_tot: -148006.7657 eV
- F_max: 0.27 eV Å⁻¹

---

An isolated molecule of C10H25N2P, computed with ωB97M-V with the def2-TZVPD basis set.

Positions of all 38 atoms, in Å:
C -0.831 -0.333 -3.162
C -1.003 -1.512 -2.157
C -2.194 -2.367 -2.618
N -1.267 -0.948 -0.853
P -0.405 -1.368 0.529
N 0.338 0.032 1.077
C 1.992 -0.218 0.965
C 2.126 -0.479 -0.535
C 2.493 -1.319 1.937
C -0.172 1.384 1.367
C 0.083 2.392 0.279
C -1.698 1.177 1.870
C 0.562 1.780 2.661
H -1.781 0.242 -3.398
H -0.288 0.500 -2.825
H -0.417 -0.652 -3.991
H -0.132 -2.041 -2.264
H -3.250 -2.035 -2.326
H -2.174 -3.291 -2.207
H -2.072 -2.633 -3.637
H -1.917 -0.173 -0.889
H -1.637 -1.366 1.522
H 2.301 0.802 1.027
H 3.092 -0.817 -0.666
H 1.500 -1.197 -0.920
H 1.951 0.572 -1.142
H 2.528 -2.327 1.387
H 1.729 -1.275 2.754
H 3.367 -0.896 2.237
H 1.165 2.369 -0.055
H -0.388 2.015 -0.571
H -0.271 3.282 0.545
H -1.736 0.332 2.635
H -2.248 1.030 0.897
H -1.826 2.087 2.370
H 0.061 1.542 3.568
H 1.565 1.315 2.802
H 0.703 2.772 2.651

Output
- Energy relative to the best compared isomer or geometry (same formula, charge and spin): 22.0 kcal per mole
- SMILES string: CC(C)NPN(C(C)C)C(C)(C)C
- HOMO-LUMO gap: 9.0 eV
- E_tot: -23040.8222 eV
- F_max: 5.27 eV Å⁻¹

---

C10H25NO6P2S as an isolated structure, computed with ωB97M-V with the def2-TZVPD basis set.

Positions of all 45 atoms, in Å:
O 0.221 -1.915 3.177
O 1.721 1.013 -2.819
O -0.772 2.218 -3.018
O -0.776 2.312 0.027
O -0.977 -3.488 2.034
O -2.306 -1.454 3.405
S -1.252 -0.571 0.941
N -0.407 -0.235 -4.239
P 0.213 1.103 -3.346
C 3.921 1.537 -3.453
C 0.328 -5.385 1.503
C -3.774 0.130 4.175
C 2.681 0.790 -3.810
C 0.052 -3.915 1.109
C -2.287 -0.275 4.194
C -0.094 3.271 -2.214
C -0.672 3.427 -0.817
C 0.422 1.725 0.371
C 0.089 0.570 1.374
P -1.040 -1.885 2.461
H 0.159 -1.061 -3.983
H -1.422 -0.365 -4.105
H 4.688 1.508 -4.303
H 4.316 0.987 -2.630
H 3.728 2.503 -3.131
H 0.434 -5.446 2.640
H 1.335 -5.703 1.194
H -0.492 -6.064 1.245
H -4.397 -0.403 4.877
H -3.747 1.165 4.641
H -4.261 0.118 3.155
H 2.375 1.025 -4.873
H 2.820 -0.304 -3.939
H 0.928 -3.293 1.146
H -0.259 -3.873 0.146
H -1.897 -0.453 5.216
H -1.774 0.617 3.684
H 1.010 3.313 -2.250
H -0.223 4.243 -2.793
H -1.738 3.880 -0.855
H 0.081 4.092 -0.304
H 1.345 2.257 0.783
H 0.802 1.345 -0.529
H -0.097 1.086 2.352
H 0.995 -0.145 1.561

Output
- Energy relative to the best compared isomer or geometry (same formula, charge and spin): 57.1 kcal per mole
- HOMO-LUMO gap: 5.8 eV
- E_tot: -53958.0931 eV
- F_max: 5.11 eV Å⁻¹